Here is an isolated molecule of C23H29N7O3 from OMol25. Energies are from ωB97M-V/def2-TZVPD.

```
! RIJCOSX wB97M-V def2-TZVPD def2/J DEFGRID3
* xyz 0 1
C 3.2975 2.0531 -1.2013
C 2.2346 1.0496 -1.5156
C 2.5158 -0.1465 -2.1126
N 1.3702 -0.8242 -2.4121
C 0.3233 -0.0782 -2.0133
N -0.9545 -0.4046 -2.2204
C -1.7930 0.4884 -1.7537
N -1.5010 1.5732 -1.0590
C -0.2208 1.9136 -0.8334
N -0.0687 3.0213 -0.0570
C 1.1296 3.3220 0.6943
H 1.7098 4.1050 0.1877
C 0.7942 3.7896 2.1176
H 1.6793 3.6697 2.7431
H 0.5148 4.8445 2.1296
C -0.3600 2.9502 2.6934
C -1.6170 3.2368 1.8528
C -1.2461 3.7014 0.4327
H -1.0325 4.7743 0.4318
H -2.0647 3.5045 -0.2578
H -2.2815 2.3722 1.8016
H -2.1830 4.0382 2.3358
C 0.1931 1.5133 2.6903
O 1.1220 1.2349 3.4206
N -0.3668 0.6267 1.8265
C 0.1745 -0.5931 1.3982
C 1.4941 -0.9629 1.6385
C 1.9889 -2.1291 1.0885
C 1.2012 -2.9387 0.2905
C -0.1148 -2.5696 0.0596
C -0.6366 -1.4184 0.6277
H -1.6634 -1.1554 0.4258
O -0.9799 -3.3323 -0.7099
C -0.5769 -3.7544 -1.9345
O 0.5181 -3.5371 -2.4105
N -1.5372 -4.4561 -2.5627
C -2.8522 -4.6986 -2.0235
H -2.9877 -4.1313 -1.1086
H -3.6064 -4.3920 -2.7520
H -2.9834 -5.7637 -1.8102
C -1.2785 -5.0008 -3.8744
H -1.4148 -6.0846 -3.8631
H -0.2532 -4.7665 -4.1499
H -1.9601 -4.5643 -4.6070
H 1.6023 -3.8339 -0.1573
H 3.0158 -2.4061 1.2748
H 2.1251 -0.3370 2.2472
H -1.1809 0.9154 1.2983
C -0.5994 3.3377 4.1782
N -1.6443 2.5998 4.8516
H -2.5252 2.6756 4.3564
H -1.3975 1.6192 4.9168
H 0.3272 3.1712 4.7326
H -0.8486 4.4016 4.2336
H 1.7358 2.4182 0.7497
C 0.8058 1.1136 -1.3932
H -2.8478 0.3043 -1.9165
H 1.2857 -1.7791 -2.7389
H 3.4755 -0.5551 -2.3636
H 2.9636 3.0627 -1.4286
H 4.1718 1.8367 -1.8119
H 3.6085 2.0115 -0.1575
*
```

Summary:
E_tot   -40897.275 eV
Energy above the lowest of the compared OMol25 structures with the same formula, charge and spin   3.5 kcal/mol
SMILES   Cc1c[nH]c2ncnc(N3CCC(CN)(C(=O)Nc4cccc(OC(=O)N(C)C)c4)CC3)c12
HOMO-LUMO gap   8.27 eV
Strongest force on any atom   0.693 eV Å⁻¹